{
  "formula": "C3H7N2OS",
  "method": "ωB97M-V/def2-TZVPD",
  "species": ["C", "C", "C", "N", "N", "O", "S", "H", "H", "H", "H", "H", "H", "H"],
  "xyz": [[1.543, 0.448, 0.092], [-2.363, 0.654, -0.031], [-2.933, -0.732, -0.053], [1.690, 1.739, -0.135], [2.558, -0.363, 0.213], [-2.610, 1.815, -0.042], [-0.110, -0.248, 0.132], [-2.039, -1.298, -0.368], [-3.790, -0.934, -0.777], [-3.135, -0.811, 1.013], [0.755, 2.251, -0.225], [2.484, 2.232, -0.097], [2.437, -1.333, 0.300], [3.532, -0.087, -0.012]],
  "lowdin_charge": [-0.76, -0.26, -0.05, 0.15, 0.14, 0.20, 0.80, 0.01, 0.15, 0.12, 0.16, 0.08, 0.10, 0.16],
  "total_charge": 1,
  "lumo_energy_ev": -4.7,
  "multiplicity": 1
}

***

{
  "formula": "C48H59N3OS2",
  "method": "ωB97M-V/def2-TZVPD",
  "species": ["C", "C", "C", "C", "N", "C", "C", "C", "C", "C", "C", "N", "C", "C", "N", "C", "C", "O", "C", "S", "S", "C", "C", "C", "H", "H", "H", "H", "H", "H", "H", "H", "H", "H", "H", "H", "H", "H", "H", "H", "H", "H", "H", "H", "H", "H", "H", "H", "H", "H", "H", "H", "H", "C", "C", "C", "C", "C", "C", "H", "H", "H", "H", "H", "H", "C", "C", "C", "C", "C", "C", "H", "H", "H", "H", "H", "H", "C", "C", "C", "C", "C", "C", "H", "H", "H", "H", "H", "H", "C", "C", "C", "C", "C", "C", "H", "H", "H", "H", "H", "H", "C", "C", "C", "C", "C", "C", "H", "H", "H", "H", "H", "H"],
  "xyz": [[4.181, -2.583, 1.669], [3.958, -3.606, 0.558], [2.488, -3.749, 0.133], [2.322, -3.703, -1.403], [1.215, -2.863, -1.898], [1.628, -2.066, -3.065], [0.670, -0.931, -3.407], [1.278, 0.434, -3.132], [1.579, 0.690, -1.661], [2.661, 1.761, -1.492], [2.678, 2.196, -0.113], [2.596, 2.515, 1.005], [4.080, 1.364, -1.943], [4.952, 2.486, -1.684], [5.609, 3.426, -1.482], [4.641, 0.117, -1.226], [5.284, -0.808, -2.222], [6.088, -0.419, -3.042], [0.100, -3.683, -2.258], [0.159, -4.867, -3.365], [-1.408, -3.520, -1.448], [-1.315, -2.122, -0.325], [-2.004, -0.852, -0.817], [-3.200, -1.042, -1.733], [3.909, -1.583, 1.360], [3.527, -2.836, 2.491], [5.198, -2.597, 2.030], [4.315, -4.553, 0.936], [4.557, -3.362, -0.311], [1.863, -3.012, 0.615], [2.161, -4.727, 0.458], [3.237, -3.316, -1.822], [2.238, -4.718, -1.764], [1.751, -2.708, -3.932], [2.602, -1.634, -2.880], [0.394, -0.975, -4.451], [-0.243, -1.067, -2.841], [2.210, 0.488, -3.686], [0.621, 1.208, -3.508], [0.700, 1.113, -1.199], [1.815, -0.225, -1.134], [2.351, 2.613, -2.084], [4.086, 1.183, -3.006], [3.857, -0.413, -0.706], [5.379, 0.397, -0.488], [4.978, -1.862, -2.192], [-1.759, -2.447, 0.604], [-0.277, -1.917, -0.111], [-1.305, -0.197, -1.307], [-2.349, -0.336, 0.057], [-2.988, -1.669, -2.585], [-3.471, -0.072, -2.132], [-4.074, -1.388, -1.203], [7.192, -0.328, 3.796], [6.488, 0.361, 2.819], [6.902, 1.624, 2.419], [8.028, 2.195, 2.994], [8.734, 1.506, 3.970], [8.315, 0.246, 4.374], [6.865, -1.312, 4.109], [5.613, -0.088, 2.366], [6.349, 2.166, 1.662], [8.354, 3.178, 2.681], [9.612, 1.952, 4.418], [8.864, -0.288, 5.138], [-0.263, 0.260, 3.851], [1.087, 0.323, 3.537], [1.961, -0.621, 4.059], [1.482, -1.630, 4.883], [0.130, -1.699, 5.184], [-0.744, -0.752, 4.670], [-0.941, 1.005, 3.459], [1.462, 1.114, 2.902], [3.019, -0.567, 3.835], [2.164, -2.363, 5.294], [-0.241, -2.487, 5.827], [-1.798, -0.799, 4.914], [-6.355, 0.045, -3.735], [-6.378, 0.974, -4.766], [-7.073, 2.165, -4.611], [-7.739, 2.429, -3.423], [-7.715, 1.501, -2.391], [-7.025, 0.308, -2.548], [-5.815, -0.885, -3.857], [-5.854, 0.770, -5.690], [-7.097, 2.887, -5.417], [-8.279, 3.360, -3.301], [-8.234, 1.709, -1.465], [-7.009, -0.418, -1.746], [-10.016, 2.579, -7.050], [-10.072, 3.801, -6.394], [-10.158, 4.978, -7.123], [-10.194, 4.934, -8.510], [-10.141, 3.713, -9.166], [-10.049, 2.536, -8.436], [-9.945, 1.662, -6.480], [-10.049, 3.834, -5.312], [-10.197, 5.931, -6.611], [-10.265, 5.852, -9.079], [-10.171, 3.678, -10.247], [-10.003, 1.584, -8.948], [1.835, 0.093, 10.398], [0.487, -0.089, 10.669], [-0.426, -0.161, 9.625], [0.011, -0.058, 8.312], [1.360, 0.121, 8.041], [2.271, 0.201, 9.085], [2.547, 0.153, 11.211], [0.147, -0.174, 11.693], [-1.478, -0.297, 9.836], [-0.699, -0.118, 7.499], [1.701, 0.200, 7.017], [3.323, 0.346, 8.874]],
  "lowdin_charge": [-0.11, -0.24, -0.15, -0.19, -0.19, -0.20, -0.15, -0.18, -0.15, -0.27, -0.18, 0.20, -0.25, -0.19, 0.19, -0.09, -0.23, 0.08, -1.15, 0.70, 0.96, -0.45, -0.30, -0.13, 0.05, 0.07, 0.07, 0.10, 0.08, 0.10, 0.11, 0.08, 0.09, 0.10, 0.10, 0.12, 0.09, 0.11, 0.12, 0.12, 0.11, 0.16, 0.14, 0.09, 0.13, 0.10, 0.07, 0.06, 0.07, 0.10, 0.04, 0.07, 0.07, -0.10, -0.10, -0.09, -0.09, -0.10, -0.10, 0.10, 0.07, 0.09, 0.10, 0.10, 0.10, -0.09, -0.09, -0.10, -0.11, -0.11, -0.11, 0.10, 0.07, 0.09, 0.10, 0.11, 0.10, -0.10, -0.09, -0.10, -0.10, -0.10, -0.10, 0.10, 0.10, 0.10, 0.10, 0.10, 0.10, -0.10, -0.10, -0.10, -0.10, -0.10, -0.10, 0.10, 0.09, 0.10, 0.10, 0.10, 0.10, -0.10, -0.10, -0.10, -0.09, -0.09, -0.09, 0.10, 0.10, 0.10, 0.09, 0.09, 0.10],
  "lumo_energy_ev": -0.3,
  "multiplicity": 1
}

***

{
  "formula": "C32H65ClNO36S9",
  "method": "ωB97M-V/def2-TZVPD",
  "species": ["C", "C", "C", "C", "C", "C", "C", "C", "C", "C", "C", "N", "C", "Cl", "C", "C", "H", "H", "H", "H", "H", "H", "H", "H", "H", "H", "H", "H", "H", "H", "H", "H", "H", "H", "H", "H", "H", "H", "H", "H", "H", "H", "H", "H", "H", "C", "C", "O", "S", "O", "O", "O", "H", "H", "H", "H", "C", "C", "O", "S", "O", "O", "O", "H", "H", "H", "H", "C", "C", "O", "S", "O", "O", "O", "H", "H", "H", "H", "C", "C", "O", "S", "O", "O", "O", "H", "H", "H", "H", "C", "C", "O", "S", "O", "O", "O", "H", "H", "H", "H", "C", "C", "O", "S", "O", "O", "O", "H", "H", "H", "H", "C", "C", "O", "S", "O", "O", "O", "H", "H", "H", "H", "C", "C", "O", "S", "O", "O", "O", "H", "H", "H", "H", "C", "C", "O", "S", "O", "O", "O", "H", "H", "H", "H"],
  "xyz": [[-4.123, -0.460, -2.358], [-2.603, 0.126, -2.659], [-1.407, -0.991, -2.379], [-0.401, -1.223, -3.652], [1.165, -0.818, -3.389], [1.850, -1.502, -2.067], [2.066, -3.128, -2.161], [3.355, -3.671, -1.246], [2.882, -4.362, 0.177], [2.246, -3.245, 1.197], [3.318, -2.683, 2.333], [3.233, -1.188, 2.564], [1.900, -0.774, 3.148], [1.711, -1.083, 4.967], [1.811, 0.885, 2.951], [1.308, 1.172, 1.394], [-4.127, -1.433, -1.701], [-4.691, -0.714, -3.367], [-4.785, 0.376, -1.832], [-2.594, 0.531, -3.757], [-2.440, 1.057, -1.930], [-1.979, -2.013, -2.173], [-0.886, -0.663, -1.384], [-0.790, -0.496, -4.516], [-0.475, -2.316, -4.068], [1.263, 0.354, -3.270], [1.830, -1.125, -4.331], [2.938, -1.038, -1.900], [1.221, -1.163, -1.133], [2.269, -3.420, -3.282], [1.124, -3.717, -1.726], [3.863, -4.529, -1.898], [4.108, -2.810, -0.967], [2.032, -5.143, -0.106], [3.738, -5.012, 0.690], [1.857, -2.281, 0.627], [1.307, -3.646, 1.804], [4.397, -2.882, 1.863], [3.300, -3.317, 3.337], [0.960, -1.206, 2.600], [1.019, 1.364, 3.668], [2.900, 1.318, 3.073], [0.661, 2.149, 1.395], [2.225, 1.355, 0.655], [0.716, 0.250, 0.949], [-1.650, 4.121, 3.323], [-3.041, 4.745, 3.248], [-3.568, 4.330, 1.990], [-2.979, 2.852, 1.630], [-3.965, 1.867, 2.014], [-2.390, 2.904, 0.312], [-1.779, 2.828, 2.734], [-0.928, 4.694, 2.732], [-1.290, 4.036, 4.352], [-3.012, 5.835, 3.313], [-3.693, 4.350, 4.034], [-4.608, -5.670, -1.125], [-4.879, -4.854, -2.386], [-3.631, -4.249, -2.715], [-2.423, -5.247, -2.261], [-2.004, -6.005, -3.419], [-1.503, -4.503, -1.432], [-3.307, -6.227, -1.304], [-4.585, -5.029, -0.238], [-5.346, -6.464, -0.981], [-5.648, -4.093, -2.233], [-5.171, -5.502, -3.220], [2.670, 3.593, -1.146], [2.040, 4.665, -2.031], [1.544, 5.651, -1.129], [2.512, 5.704, 0.183], [3.451, 6.789, 0.007], [1.692, 5.555, 1.362], [3.301, 4.302, -0.081], [1.905, 2.939, -0.714], [3.401, 2.988, -1.688], [1.233, 4.270, -2.653], [2.792, 5.140, -2.670], [-7.538, 0.990, -6.710], [-7.102, 1.338, -5.289], [-6.255, 0.264, -4.886], [-5.468, -0.311, -6.193], [-4.155, 0.294, -6.232], [-5.680, -1.738, -6.263], [-6.392, 0.407, -7.329], [-8.339, 0.245, -6.705], [-7.865, 1.871, -7.269], [-7.949, 1.439, -4.607], [-6.509, 2.259, -5.273], [8.557, -4.349, 2.450], [7.166, -3.725, 2.375], [6.639, -4.140, 1.117], [7.228, -5.618, 0.757], [6.242, -6.603, 1.141], [7.817, -5.567, -0.561], [8.427, -5.642, 1.861], [9.279, -3.776, 1.859], [8.917, -4.434, 3.479], [7.195, -2.635, 2.440], [6.514, -4.120, 3.161], [-6.752, 6.308, -4.134], [-8.143, 6.932, -4.210], [-8.671, 6.517, -5.468], [-8.082, 5.039, -5.828], [-9.068, 4.054, -5.443], [-7.493, 5.090, -7.146], [-6.882, 5.015, -4.724], [-6.031, 6.881, -4.725], [-6.393, 6.223, -3.105], [-8.115, 8.022, -4.144], [-8.795, 6.537, -3.423], [2.662, 1.982, -6.620], [2.556, 3.502, -6.546], [2.831, 3.830, -5.186], [3.893, 2.748, -4.585], [5.218, 3.323, -4.664], [3.345, 2.198, -3.366], [3.752, 1.634, -5.767], [1.758, 1.504, -6.230], [2.849, 1.630, -7.638], [1.568, 3.865, -6.837], [3.318, 3.982, -7.170], [3.834, -3.542, 7.302], [3.727, -2.021, 7.376], [4.002, -1.693, 8.736], [5.064, -2.776, 9.337], [6.389, -2.200, 9.258], [4.516, -3.325, 10.556], [4.923, -3.890, 8.155], [2.929, -4.020, 7.692], [4.020, -3.894, 6.284], [2.739, -1.658, 7.084], [4.489, -1.542, 6.752], [-0.517, -0.104, 10.147], [0.782, -0.319, 9.375], [0.525, 0.183, 8.065], [-0.527, 1.424, 8.170], [0.228, 2.658, 8.154], [-1.631, 1.165, 7.275], [-1.023, 1.152, 9.699], [-1.253, -0.876, 9.901], [-0.356, -0.087, 11.228], [1.074, -1.371, 9.335], [1.599, 0.269, 9.807]],
  "lowdin_charge": [-0.13, -0.22, -0.18, -0.20, -0.23, -0.22, -0.19, -0.21, -0.22, -0.20, -0.35, -0.18, -0.78, 0.49, -0.26, -0.14, 0.07, 0.05, 0.08, 0.09, 0.10, 0.09, 0.11, 0.10, 0.11, 0.10, 0.11, 0.12, 0.08, 0.11, 0.11, 0.11, 0.11, 0.10, 0.10, 0.09, 0.10, 0.08, 0.08, 0.08, 0.08, 0.11, 0.05, 0.07, 0.07, -0.16, -0.18, -0.20, 0.67, -0.24, -0.25, -0.20, 0.13, 0.14, 0.13, 0.13, -0.18, -0.18, -0.21, 0.67, -0.24, -0.24, -0.19, 0.13, 0.13, 0.14, 0.13, -0.19, -0.18, -0.20, 0.67, -0.25, -0.25, -0.18, 0.11, 0.10, 0.14, 0.13, -0.17, -0.18, -0.22, 0.66, -0.24, -0.24, -0.19, 0.13, 0.13, 0.14, 0.12, -0.18, -0.18, -0.21, 0.67, -0.24, -0.24, -0.20, 0.13, 0.13, 0.14, 0.13, -0.17, -0.17, -0.19, 0.67, -0.24, -0.23, -0.20, 0.14, 0.14, 0.14, 0.13, -0.17, -0.17, -0.20, 0.69, -0.22, -0.25, -0.18, 0.13, 0.14, 0.14, 0.13, -0.17, -0.21, -0.21, 0.67, -0.25, -0.25, -0.20, 0.13, 0.13, 0.03, 0.14, -0.18, -0.18, -0.21, 0.67, -0.24, -0.24, -0.20, 0.13, 0.13, 0.13, 0.14],
  "total_charge": -1,
  "lumo_energy_ev": 1.2,
  "multiplicity": 1
}

***

no.,orbital gap (eV)
1,8.8395
2,8.6113
3,4.2002